# 1
An isolated molecule of C4H7N3O, computed with the ωB97M-V functional and the def2-TZVPD basis.

Geometry (Å):
H: 0.1282 -1.7070 -0.1737
N: 1.2510 -1.5878 -0.3523
C: 1.2324 -0.3492 0.1121
N: 2.5407 0.3059 0.2840
C: 0.0584 0.5511 -0.0598
O: 0.1292 1.7282 -0.0520
N: -1.0455 -0.1580 -0.4450
C: -2.4016 0.3127 -0.1053
C: -1.7705 -0.8138 0.5647
H: 3.2637 -0.3867 -0.1155
H: 3.0000 1.3503 -0.0628
H: -2.7030 1.2737 0.4534
H: -3.1251 0.1627 -0.9258
H: -1.3466 -0.7483 1.5253
H: -2.1868 -1.8955 0.2379

LUMO level, eV: 0.2
SMILES: [H]/N=C(/N)C(=O)N1CC1

These are the Löwdin partial charges, in e, on atoms 1 to 5: 0.087, 0.129, -0.387, 0.015, -0.486

---

# 2
A cluster of 3 separate species, C3H7N in total, computed with the ωB97M-V functional and the def2-TZVPD basis.

Geometry (Å):
C: -0.5341 1.1574 -0.5794
N: -0.0032 -0.0642 -0.6046
C: 0.9985 -0.6341 0.0892
C: -0.3369 -1.2855 0.1042
H: 0.1949 1.2512 1.1614
H: -1.6130 1.2287 -0.6888
H: 0.0734 1.9614 -0.9883
H: 1.9881 -0.9358 -0.2297
H: 0.7791 0.6153 1.2436
H: -0.6233 -2.1280 -0.5284
H: -0.9234 -1.1664 1.0208

LUMO level, eV: 1.1

These are the Löwdin partial charges, in e, on atoms 1 to 5: -0.041, -0.259, -0.154, -0.122, 0.081

---

# 3
A cluster of 2 separate species, C6H14NO in total, computed with the ωB97M-V functional and the def2-TZVPD basis.

Geometry (Å):
C: 0.7265 -0.6769 -1.4031
C: 1.0728 -1.9233 -0.5593
C: -0.4752 0.1182 -0.6416
N: -1.8351 -0.4598 -1.0472
C: -2.4439 0.1790 1.2504
C: -2.2756 0.4653 -0.2181
C: 2.0276 1.4178 0.6121
O: 2.7557 0.3200 0.2824
H: 0.4325 -0.8485 -2.4094
H: 1.6092 -0.0247 -1.3657
H: 0.3262 -2.6672 -0.5739
H: 1.9606 -2.4166 -0.8607
H: 1.2259 -1.6134 0.4453
H: -0.2182 -0.1086 0.3919
H: -0.3197 1.2096 -0.7308
H: 2.6126 2.0681 1.6230
H: -3.3272 0.4073 1.6331
H: -2.0320 -0.8457 1.4326
H: -1.7622 0.8597 1.7787
H: -3.0248 1.3093 -0.4896
H: 1.1037 1.1871 1.1412
H: 1.8605 2.0432 -0.2912

LUMO level, eV: 3.6
Net charge: -1

These are the Löwdin partial charges, in e, on atoms 1 to 5: -0.184, -0.116, -0.270, -0.006, -0.078

---

# 4
An isolated molecule of C6H12O, computed with the ωB97M-V functional and the def2-TZVPD basis.

Geometry (Å):
C: -0.2468 2.1726 1.3156
C: -0.7622 1.3042 0.1724
C: -0.5077 -0.1839 0.4084
C: -0.7686 -1.0576 -0.8418
C: 0.5218 -1.8737 -0.9966
C: 1.5425 -0.9655 -0.3192
O: 0.8524 -0.4126 0.7834
H: -0.6452 1.8351 2.2797
H: 0.8434 2.1103 1.3725
H: -0.5295 3.2216 1.1794
H: -1.8425 1.4488 0.0321
H: -0.2828 1.6085 -0.7688
H: -1.1167 -0.5151 1.2607
H: -1.6540 -1.6897 -0.7282
H: -0.9302 -0.4221 -1.7209
H: 0.7696 -2.0957 -2.0388
H: 0.4506 -2.8194 -0.4491
H: 2.4210 -1.4904 0.0672
H: 1.8850 -0.1755 -1.0080

LUMO level, eV: 1.1
SMILES: CC[C@H]1CCCO1

These are the Löwdin partial charges, in e, on atoms 1 to 5: -0.104, -0.216, -0.349, -0.131, -0.158

---

# 5
An isolated molecule of C6H12O, computed with the ωB97M-V functional and the def2-TZVPD basis.

Geometry (Å):
C: 1.9201 -0.8937 0.4192
C: 0.5613 -1.0352 1.1007
C: -0.6635 -0.7734 0.2344
C: -0.6372 -0.5103 -1.2566
C: -1.0615 0.5669 -0.2940
C: -0.2058 1.8025 -0.1071
O: -2.4395 0.8089 -0.1559
H: 2.0015 -1.5787 -0.4317
H: 2.7262 -1.1318 1.1211
H: 2.0992 0.1219 0.0507
H: 0.4818 -2.0587 1.4879
H: 0.5185 -0.3804 1.9823
H: -1.5385 -1.3404 0.5457
H: -1.4019 -0.9870 -1.8635
H: 0.3284 -0.3929 -1.7442
H: 0.7804 1.6945 -0.5664
H: -0.0701 2.0481 0.9515
H: -0.6921 2.6605 -0.5856
H: -2.7074 1.3792 -0.8884

LUMO level, eV: 1.0
SMILES: CC[C@@H]1C[C@@]1(C)O

These are the Löwdin partial charges, in e, on atoms 1 to 5: -0.112, -0.213, -0.211, -0.034, -0.534

---

# 6
A structure of composition C36H56As3ClCsN3O16PS2, computed with the ωB97M-V functional and the def2-TZVPD basis.

Geometry (Å):
Cs: -0.1360 -1.0684 1.1710
O: -1.9588 -2.0170 -0.8539
S: -3.4544 -2.0689 -0.7675
C: -3.8210 -3.6544 0.0415
C: -2.8238 -4.7293 -0.3842
C: -1.5736 -4.7747 0.5022
C: -0.3323 -5.2787 -0.2212
S: 0.2822 -4.0752 -1.4417
O: 1.0126 -3.0248 -0.6776
C: 1.5684 -5.1300 -2.1193
C: 2.8745 -4.8964 -1.7219
C: 3.8895 -5.6716 -2.2670
C: 3.5954 -6.6557 -3.2002
C: 2.2815 -6.8711 -3.5988
C: 1.2614 -6.1010 -3.0617
C: -3.9837 -2.5192 -2.4261
C: -5.3368 -2.5828 -2.7316
C: -5.7273 -2.8922 -4.0246
C: -4.7686 -3.1207 -5.0052
C: -3.4201 -3.0365 -4.6931
C: -3.0207 -2.7305 -3.3980
H: -4.8534 -3.8925 -0.2182
H: -3.7757 -3.4354 1.1103
H: -2.5377 -4.5621 -1.4267
H: -3.3224 -5.7017 -0.3601
H: -1.7557 -5.4288 1.3584
H: -1.3694 -3.7942 0.9301
H: -0.5233 -6.2030 -0.7741
H: 0.5058 -5.4333 0.4627
H: 3.0749 -4.1125 -1.0007
H: 4.9136 -5.5012 -1.9606
H: 4.3916 -7.2531 -3.6258
H: 2.0542 -7.6317 -4.3348
H: 0.2351 -6.2495 -3.3805
H: -6.0786 -2.3827 -1.9664
H: -6.7796 -2.9445 -4.2723
H: -5.0772 -3.3539 -6.0162
H: -2.6735 -3.2036 -5.4592
H: -1.9752 -2.6502 -3.1254
C: -0.7169 2.7737 3.4197
As: -0.2907 3.1923 1.5587
C: 0.9682 4.6439 1.9740
C: -1.9255 4.2954 1.2827
C: -2.1993 5.0842 -0.0087
C: -0.9560 5.7979 -0.5367
C: -2.8317 4.2427 -1.1434
As: -2.0800 2.7707 -2.2512
C: -2.3626 1.2872 -1.0122
C: -0.1232 2.8674 -2.1450
C: -3.2950 6.1412 0.2902
As: -3.2903 7.5519 1.6882
C: -3.7585 6.4952 3.2779
C: -1.4145 7.8908 2.1614
H: -0.9410 3.6873 3.9745
H: 0.1528 2.2884 3.8635
H: -1.5616 2.0897 3.4622
H: 0.5131 5.3455 2.6745
H: 1.2754 5.1749 1.0753
H: 1.8478 4.1996 2.4380
H: -1.8825 5.0039 2.1111
H: -2.7697 3.6294 1.4909
H: -0.1705 5.0866 -0.7885
H: -0.5533 6.4944 0.1986
H: -1.2014 6.3621 -1.4410
H: -3.1751 4.9560 -1.8987
H: -3.7423 3.7712 -0.7555
H: -3.4240 1.0402 -0.9705
H: -2.0239 1.5113 -0.0028
H: -1.8260 0.4102 -1.3757
H: 0.2384 3.7685 -2.6398
H: 0.2658 2.0064 -2.6900
H: 0.2464 2.8213 -1.1222
H: -4.2334 5.6182 0.5070
H: -3.4813 6.7043 -0.6290
H: -4.6528 5.9094 3.0658
H: -3.9865 7.1838 4.0913
H: -2.9644 5.8205 3.5956
H: -0.9106 8.4251 1.3574
H: -0.8604 6.9863 2.3965
H: -1.4265 8.5343 3.0419
O: -3.5379 -0.6014 4.3458
Cl: -3.2275 -0.9121 2.9838
O: -2.3456 -2.0693 2.9292
O: -4.4286 -1.2146 2.2415
O: -2.5533 0.2170 2.3655
C: 3.2108 2.0202 -0.8666
O: 3.0336 1.0562 -1.9094
P: 2.3547 -0.3635 -1.4320
O: 3.6454 -1.2034 -0.9317
C: 4.7827 -1.4006 -1.7679
O: 2.2085 -1.0206 -2.9263
C: 0.9143 -0.9675 -3.5109
H: 4.2064 1.9203 -0.4292
H: 2.4698 1.8941 -0.0713
H: 3.1052 3.0100 -1.3078
H: 5.5812 -1.7809 -1.1331
H: 5.0963 -0.4624 -2.2284
H: 4.5564 -2.1256 -2.5510
H: 0.8640 -1.7506 -4.2672
H: 0.7401 -0.0008 -3.9900
H: 0.1337 -1.1444 -2.7625
O: 7.8008 -0.8023 4.9070
N: 7.0893 -1.6723 4.4287
O: 7.3590 -2.8635 4.4679
C: 5.8474 -1.2758 3.8133
C: 5.5009 0.0691 3.7604
C: 4.3164 0.4357 3.1836
C: 3.4069 -0.4830 2.5196
O: 2.4740 -0.1346 1.7923
C: 3.8137 -1.8658 2.7233
C: 4.9930 -2.2457 3.2980
N: 2.9300 -2.9435 2.2951
O: 3.4326 -3.9330 1.7929
O: 1.7355 -2.8268 2.5146
N: 3.9953 1.8555 3.1760
O: 2.8282 2.1755 3.2915
O: 4.9148 2.6537 3.0704
H: 6.1597 0.8181 4.1741
H: 5.2539 -3.2918 3.3631

LUMO level, eV: 1.7
Net charge: -1

These are the Löwdin partial charges, in e, on atoms 1 to 5: 1.164, -0.685, 0.985, -0.292, -0.223

---

# 7
A structure of composition C16H45FHfN3O7, computed with the ωB97M-V functional and the def2-TZVPD basis.

Geometry (Å):
Hf: -7.6020 -6.5911 8.5179
F: -8.1187 -4.3181 8.6421
C: -11.4392 -1.2125 7.4681
C: -11.7389 -2.5183 6.6491
C: -11.8502 -2.4812 5.1112
O: -10.5839 -2.5012 4.4795
C: -10.5428 -2.7663 3.0954
N: -10.8138 -3.4989 7.1192
H: -12.3616 -0.6494 7.6102
H: -10.5927 -0.6124 7.1341
H: -11.0468 -1.3877 8.4698
H: -12.7419 -2.8206 6.9501
H: -12.3491 -1.5808 4.7527
H: -12.4866 -3.2865 4.7442
H: -9.5059 -2.8748 2.7774
H: -11.0774 -2.0332 2.4914
H: -10.8634 -3.8018 2.9811
H: -9.9828 -2.9253 7.0951
H: -11.0108 -3.4254 8.1071
C: -8.5324 -4.5213 12.2208
C: -8.6749 -6.0042 12.0095
C: -9.8181 -6.6102 12.8486
O: -9.9695 -8.0150 12.4676
C: -10.9946 -8.6633 13.1814
N: -8.9968 -6.2768 10.5783
H: -9.5459 -4.1220 12.1824
H: -7.9618 -4.0284 11.4337
H: -7.9486 -4.2835 13.1100
H: -7.7647 -6.5400 12.2788
H: -10.7756 -6.1422 12.6203
H: -9.6134 -6.5374 13.9168
H: -11.9406 -8.1607 12.9802
H: -10.8991 -8.4145 14.2383
H: -11.2184 -9.7289 13.1314
H: -9.7781 -5.6605 10.4056
H: -9.4334 -7.1600 10.8008
C: -11.5251 -7.2460 5.8457
C: -9.9592 -7.1555 6.2240
C: -9.2117 -6.0591 5.5019
O: -8.0136 -5.6096 6.2929
C: -7.5084 -4.4536 5.5818
N: -9.9524 -6.8765 7.6842
H: -11.8547 -7.1655 4.8099
H: -11.9669 -6.4332 6.4221
H: -11.9760 -8.1608 6.2304
H: -9.5672 -8.1724 6.2073
H: -9.8883 -5.2175 5.3533
H: -8.9959 -6.4671 4.5145
H: -8.2988 -3.7468 5.3295
H: -7.0527 -4.8577 4.6778
H: -6.7580 -3.9091 6.1549
H: -10.7153 -7.4285 8.0494
H: -10.4749 -6.0153 7.7579
C: -8.0218 -0.6315 11.8006
C: -9.2953 -0.6467 10.8890
O: -9.6757 -1.9420 10.5640
O: -6.9077 -1.0109 11.0111
H: -8.1780 -1.2947 12.6514
H: -8.0693 0.4182 12.0905
H: -9.0607 -0.2359 9.9069
H: -10.1519 -0.0908 11.2702
H: -8.9683 -2.3173 10.0345
H: -6.6922 -0.4448 10.2663
C: -4.5129 -5.1784 8.1336
C: -5.0515 -4.5488 9.3706
O: -5.8793 -5.4161 10.0268
O: -5.5924 -5.8249 7.3968
H: -3.8200 -5.9008 8.5652
H: -3.8040 -4.6137 7.5280
H: -5.4938 -3.5812 9.1336
H: -4.2347 -4.2506 10.0279
H: -5.6350 -5.3387 10.9520
H: -5.2305 -5.8468 6.5079

LUMO level, eV: -12.6
Net charge: +3

These are the Löwdin partial charges, in e, on atoms 1 to 5: 2.297, -0.385, -0.028, -0.399, -0.173

---

# 8
A cluster of 2 separate species, C4H2O2 in total, computed with the ωB97M-V functional and the def2-TZVPD basis.

Geometry (Å):
O: -2.6297 -1.5461 -1.2125
C: -2.3338 -0.6583 -0.5741
C: -0.0614 0.0989 0.0617
O: -0.7893 0.9801 0.6739
C: 1.3432 0.2231 0.2165
C: 2.5516 0.1192 0.1941
H: -1.6999 0.6960 0.4227
H: 3.6192 0.0872 0.2176

LUMO level, eV: -0.3

These are the Löwdin partial charges, in e, on atoms 1 to 5: 0.102, 0.015, -0.166, -0.001, -0.123

---

# 9
A structure of composition C24H42BaCl3N4O3Si, computed with the ωB97M-V functional and the def2-TZVPD basis.

Geometry (Å):
C: -1.9865 3.2461 -2.7176
C: -0.7062 3.8962 -2.3194
H: -2.7208 3.2830 -1.9080
H: -1.8177 2.2071 -3.0057
H: -2.4100 3.7713 -3.5812
C: -0.6185 5.2285 -2.1453
C: -1.7605 6.1900 -2.2538
H: 0.3376 5.7291 -1.9861
H: -2.5546 5.9855 -1.5169
H: -2.2036 6.1985 -3.2640
H: -1.3744 7.1992 -2.0521
Ba: -0.9493 -2.3036 -0.7092
Cl: -0.3526 -4.8440 -2.2455
Cl: 1.0822 -1.2618 -2.4325
C: 2.0079 -3.3989 -0.2210
O: 1.2134 -3.1241 0.7108
N: 3.3282 -3.1838 -0.1790
C: 3.8965 -2.6370 1.0406
C: 4.1444 -3.1929 -1.3840
H: 1.6302 -3.8237 -1.1640
H: 3.4418 -3.1188 1.9129
H: 3.7349 -1.5477 1.1101
H: 4.9717 -2.8287 1.0281
H: 3.7734 -3.9817 -2.0474
H: 5.1849 -3.3847 -1.0953
H: 4.0735 -2.2298 -1.9150
H: -6.2931 -0.6636 1.8007
H: -3.1324 1.1989 1.5644
C: -5.7584 -0.3466 2.7053
C: -3.5873 0.9089 2.5278
N: -4.3216 -0.3455 2.4745
H: -6.0005 -1.0616 3.4995
C: -3.7049 -1.4953 2.1321
O: -2.5668 -1.5730 1.6309
H: -2.7757 0.8466 3.2684
H: -4.3028 -2.4022 2.3404
H: -6.0746 0.6593 2.9830
H: -4.2917 1.6932 2.8138
O: 0.3285 1.8487 -1.4185
C: 0.5112 2.9647 -2.2712
C: 2.0480 4.5553 -0.9664
C: 1.8372 3.6671 -2.0225
H: 1.2211 4.7672 -0.2761
C: 3.3036 5.1736 -0.8239
H: 0.5688 2.5311 -3.2856
C: 2.8617 3.3846 -2.9337
H: 3.4463 5.8738 0.0020
C: 4.3247 4.8896 -1.7248
C: 4.0979 4.0103 -2.7899
H: 2.6520 2.6679 -3.7321
H: 5.3023 5.3662 -1.6063
H: 4.8879 3.7909 -3.5142
Si: 0.6203 1.7289 0.3533
Cl: -1.2027 2.6985 0.6972
C: 1.4264 2.8575 1.7065
C: 2.4024 1.0494 -0.1089
C: 0.0469 0.0838 1.1571
H: 2.2638 3.4662 1.3342
H: 1.8550 2.1993 2.4830
H: 0.7425 3.5499 2.2390
H: -0.0967 0.1841 2.2370
H: 0.7431 -0.7619 1.0204
H: -0.9476 -0.1340 0.7373
H: 3.0654 1.8661 -0.4257
H: 2.2934 0.3498 -0.9568
H: 2.8778 0.5095 0.7222
C: -1.7991 -8.3735 1.2852
N: -1.9631 -6.9336 1.4428
C: -2.3365 -6.2810 2.6052
C: -2.3318 -4.9333 2.3093
N: -1.9876 -4.7719 0.9734
C: -1.7824 -5.9810 0.4707
H: -0.9776 -8.7329 1.9184
H: -2.7152 -8.9033 1.5774
H: -1.5648 -8.5901 0.2367
H: -2.5525 -6.7997 3.5262
H: -2.5623 -4.1011 2.9602
H: -1.4644 -6.2289 -0.5385

LUMO level, eV: 1.9
Net charge: -1

These are the Löwdin partial charges, in e, on atoms 1 to 5: -0.068, -0.263, 0.067, 0.081, 0.075

---

# 10
An isolated molecule of C10H7Cl3O2, computed with the ωB97M-V functional and the def2-TZVPD basis.

Geometry (Å):
O: -3.1364 -2.6502 -2.6959
C: -2.2453 -2.2780 -1.9905
O: -1.0642 -1.7230 -2.2740
C: -0.6219 -1.6984 -0.8438
C: 0.5272 -2.6572 -0.5428
Cl: 1.9770 -1.7993 -1.1812
C: -0.3888 -0.3109 -0.3768
C: -0.3099 -0.1039 0.9894
C: 0.0977 1.1814 1.4371
C: 0.2696 2.2076 0.5327
C: -0.0356 1.9639 -0.8557
C: -0.3751 0.7411 -1.2694
C: -2.0273 -2.3124 -0.4985
Cl: -3.1121 -1.2607 0.4138
Cl: -2.0998 -3.8906 0.3091
H: 0.6205 -3.5357 -1.1176
H: 0.5654 -2.5568 0.4973
H: -0.4531 -0.8662 1.6151
H: 0.2265 1.4543 2.5707
H: 0.5022 3.0952 1.0141
H: -0.0237 2.6128 -1.7259
H: -0.5239 0.6669 -2.3789

LUMO level, eV: 0.4
SMILES: O=C1O[C@@](CCl)(c2ccccc2)C1(Cl)Cl

These are the Löwdin partial charges, in e, on atoms 1 to 5: 0.163, -0.537, 0.096, -0.457, -0.441

---

# 11
A cluster of 2 separate species, C11H21N3 in total, computed with the ωB97M-V functional and the def2-TZVPD basis.

Geometry (Å):
C: 4.9433 1.4987 0.5065
C: 2.8517 1.1899 0.9844
C: 3.4196 -2.1813 -0.6466
C: -2.4784 -1.6079 -0.3597
C: -3.6552 0.6228 -0.5382
C: -1.6714 0.0179 -2.1070
C: -0.6918 -0.2453 1.3001
C: -0.8371 1.9498 0.3238
C: 2.7727 -1.1309 0.1056
C: -2.3210 -0.0605 -0.6443
C: -1.2664 0.4560 0.4083
N: 3.9919 2.1084 1.0838
N: 4.7267 0.1694 0.0466
N: 3.4624 -0.0103 0.2351
H: 5.9228 1.9457 0.3899
H: 2.6243 0.7063 1.9971
H: 2.7344 -2.8081 -1.1609
H: 4.0127 -2.8231 0.0247
H: 4.1762 -1.8050 -1.3072
H: -3.0556 -1.7781 0.5784
H: -1.4654 -2.1511 -0.3238
H: -3.2626 -2.0231 -1.1118
H: -4.1464 0.4254 0.3900
H: -3.4299 1.6745 -0.6804
H: -4.3581 0.4089 -1.3850
H: -0.6748 0.5266 -2.0907
H: -1.5779 -0.9958 -2.3389
H: -2.3029 0.4561 -2.8928
H: 2.0939 1.7672 0.5189
H: 0.0114 0.1949 1.9586
H: -1.0130 -1.2409 1.3416
H: -1.5290 2.5857 -0.1848
H: 0.2136 1.9818 -0.0151
H: -0.8107 2.2774 1.3395
H: 1.6900 -0.9953 0.3369

LUMO level (spin up / spin down), eV: 0.6 / 0.6

These are the Löwdin partial charges, in e, on atoms 1 to 5: -0.233, -0.111, -0.093, -0.099, -0.063

---

# 12
A cluster of 2 separate species, H3NO3Si in total, computed with the ωB97M-V functional and the def2-TZVPD basis.

Geometry (Å):
N: 1.6416 -0.7973 0.4143
O: 2.1266 -1.8389 0.4079
O: 1.8540 0.2878 0.6654
O: -0.3371 -0.8387 -0.0023
Si: -1.1290 0.5197 -0.2839
H: -2.4575 0.0964 -0.2549
H: -0.6555 1.6515 0.8128
H: -1.0431 0.9195 -1.7593

LUMO level (spin up / spin down), eV: -2.0 / -2.1

These are the Löwdin partial charges, in e, on atoms 1 to 5: -0.242, 0.242, 0.193, -0.412, 0.422

---

Number 1: strongest force on any atom 5.8 eV/Å. Number 2: strongest force on any atom 0.3 eV/Å. Number 3: strongest force on any atom 6.5 eV/Å. Number 4: strongest force on any atom 0.3 eV/Å. Number 5: strongest force on any atom 0.3 eV/Å. Number 6: strongest force on any atom 0.5 eV/Å. Number 7: strongest force on any atom 9.6 eV/Å. Number 8: strongest force on any atom 1.5 eV/Å. Number 9: strongest force on any atom 3.8 eV/Å. Number 10: strongest force on any atom 4.9 eV/Å. Number 11: strongest force on any atom 5.7 eV/Å. Number 12: strongest force on any atom 4.1 eV/Å.